one | Entry from the Open Molecules 2025 dataset: a 2-piece molecular cluster, C7H16O overall (ωB97M-V/def2-TZVPD).

Structure (XYZ):
```
24
C7H16O (ωB97M-V/def2-TZVPD)
C 2.446 1.497 1.036
C 1.004 0.916 0.950
C 0.765 -0.387 0.194
C -0.672 -0.791 0.027
C -1.744 -0.142 0.474
C -3.191 -0.530 0.221
C -0.839 -2.028 -0.759
H 2.900 1.493 0.036
H 3.001 0.934 1.783
H 2.377 2.462 1.579
H 0.531 1.775 0.427
H 0.459 0.857 1.885
H 1.242 -1.311 0.510
H 1.129 -0.423 -0.873
H -1.595 0.737 1.123
H -3.235 -1.148 -0.704
H -3.831 0.354 0.093
H -3.499 -1.197 1.020
H -1.309 -1.765 -1.680
H -1.495 -2.662 -0.181
H 0.143 -2.601 -1.099
H 1.413 0.694 -2.347
H 2.026 1.796 -1.395
O 1.972 1.471 -2.322
```

Values from the calculation:
- LUMO energy: 0.86 eV
- Gap between HOMO and LUMO: 9.738 eV
- Structure (SMILES): C/C=C(\C)CCC.O



two | Entry from the Open Molecules 2025 dataset: a 2-piece molecular cluster, C7H16O overall (ωB97M-V/def2-TZVPD).

Structure (XYZ):
```
24
C7H16O (ωB97M-V/def2-TZVPD)
C 1.450 0.591 -1.652
C 0.047 0.222 -2.084
C -0.342 -1.096 -1.468
C -0.732 -0.968 0.064
C -1.873 -0.340 0.349
C 0.330 -1.218 1.100
C -0.017 -0.590 2.480
H 2.238 0.333 -2.353
H 1.733 -0.082 -0.803
H 1.484 1.593 -1.290
H -0.617 1.051 -1.952
H 0.079 -0.041 -3.154
H -1.291 -1.592 -1.900
H 0.361 -1.953 -1.620
H -2.719 -0.028 -0.330
H -2.240 -0.279 1.340
H 1.292 -0.863 0.813
H 0.349 -2.310 1.203
H -0.086 0.476 2.201
H -0.852 -0.956 3.059
H 0.934 -0.634 2.977
H 0.684 2.386 0.700
H -0.579 3.081 1.180
O 0.367 3.218 1.139
```

Values from the calculation:
- LUMO energy: 0.89 eV
- Gap between HOMO and LUMO: 10.256 eV
- Structure (SMILES): C=C(CC)CCC.O



Q: Which of them is the most stable? A: one.